Record 1
Density functional theory data (wB97M-V/def2-TZVPD) for a molecular structure, C17H53Ca2O30P5S2.

Calculated values
- HOMO: -8.798 eV

```
! wB97M-V def2-TZVPD RIJCOSX def2/J DEFGRID3
* xyz 0 1
Ca 1.27637 -0.23501 2.93162
Ca -0.26420 -0.59854 -0.67032
S 0.81686 1.69672 0.64075
O 1.12934 1.13386 -0.64317
O 1.90289 1.41892 1.60034
O 0.49246 3.07974 0.63125
O -0.26640 0.90170 1.11643
S 0.01344 -2.45966 1.30749
O 1.09692 -1.51243 0.91124
O 0.47171 -3.79459 1.56977
O -0.38875 -1.72818 2.49529
O -1.02638 -2.31078 0.32407
C -2.91979 -3.72070 3.56239
O -2.38378 -2.60811 4.25205
H -2.46280 -4.65757 3.88102
H -3.98950 -3.75085 3.76954
H -2.89517 -3.57481 2.48247
H -1.77724 -2.19546 3.63283
C 3.99312 2.88881 -2.00264
O 3.43682 1.68952 -2.55803
H 3.75607 2.98160 -0.94279
H 5.08247 2.89072 -2.04013
H 3.51233 3.72560 -2.50931
H 2.50354 1.61059 -2.34741
C 3.13147 -3.94847 -2.87503
O 1.83357 -4.45300 -2.49832
P 0.51081 -3.61739 -2.83716
O 0.36099 -2.37619 -1.98563
O 0.66633 -3.37482 -4.46102
C -0.38917 -2.68774 -5.08824
O -0.74375 -4.57820 -2.86062
C -1.57859 -4.67390 -1.79167
H 3.12403 -3.71165 -3.93897
H 3.91173 -4.63867 -2.55424
H 3.28459 -2.99997 -2.36022
H -1.05456 -2.15044 -4.41246
H -0.92086 -3.41772 -5.69860
H 0.01766 -1.92342 -5.75036
H -1.03580 -4.97233 -0.89477
H -2.34977 -5.38458 -2.08885
H -2.05370 -3.69735 -1.69832
C 0.13262 3.74616 -2.37069
O -0.99925 3.18642 -3.00118
P -0.75996 1.72912 -3.62920
O -0.41907 0.61878 -2.73816
O 0.33621 2.07926 -4.71853
C 1.47829 1.26375 -4.93142
O -2.06807 1.46454 -4.45718
C -2.73140 2.36706 -5.24373
H 1.02907 3.12984 -2.30263
H -0.22581 3.91183 -1.35472
H 0.38187 4.68859 -2.85835
H 1.66954 0.98295 -5.96711
H 1.53282 0.23484 -4.57578
H 2.30417 1.86291 -4.54798
H -2.05207 2.69289 -6.03142
H -3.14037 3.19654 -4.66683
H -3.57322 1.79881 -5.63935
C -3.31350 0.67971 3.41849
O -3.01053 1.11170 4.69557
P -1.46651 1.46919 5.03568
O -0.44370 0.69948 4.23414
O -1.25796 1.34198 6.66554
C -2.06584 1.87390 7.60516
O -1.42785 3.09269 4.73184
C -1.36920 3.47902 3.38063
H -2.39192 0.71136 2.83729
H -4.13164 1.24838 2.97648
H -3.71162 -0.33301 3.48166
H -2.88923 2.46941 7.21086
H -1.57522 2.63037 8.21765
H -2.43865 1.06129 8.22869
H -2.22421 4.10217 3.11845
H -1.43385 2.65225 2.67326
H -0.40756 3.96948 3.22960
C -4.77362 -1.49801 0.60121
O -4.83633 -0.01727 0.60249
P -3.75059 0.71452 -0.36560
O -2.56017 -0.10631 -0.84362
O -4.64978 1.32182 -1.61657
C -5.32643 0.61790 -2.58400
O -3.34276 2.00662 0.50652
C -2.84198 3.19105 -0.06799
H -5.00311 -2.10562 -0.27415
H -5.47531 -1.92267 1.31913
H -3.76318 -1.72301 0.94250
H -6.41289 0.62744 -2.49678
H -5.12771 -0.44448 -2.44275
H -5.14105 0.75753 -3.64900
H -1.88663 3.28285 0.44874
H -3.43752 4.09664 0.04755
H -2.65787 3.11180 -1.13940
C 4.75194 -1.84361 0.06313
O 5.66831 -1.77950 1.17043
P 5.22022 -0.91797 2.50894
O 3.78942 -0.81654 2.84447
O 6.14856 -1.56267 3.68359
C 7.54110 -1.37590 3.75816
O 5.84369 0.51594 2.06877
C 5.01214 1.31369 1.14328
H 4.96523 -0.94538 -0.51633
H 3.72871 -1.82942 0.43850
H 4.98176 -2.72115 -0.54121
H 7.97688 -2.31529 3.41796
H 7.75406 -1.04605 4.77499
H 8.03475 -0.61815 3.14971
H 5.52602 1.39128 0.18516
H 4.84626 2.31577 1.53875
H 4.03615 0.84520 1.01645
*
```



Record 2
Density functional theory data (wB97M-V/def2-TZVPD) for a molecular structure, C17H57BClN13O8V2.

Calculated values
- HOMO (spin up / spin down): -12.656 / -12.657 eV

```
! wB97M-V def2-TZVPD RIJCOSX def2/J DEFGRID3
* xyz 2 7
V -1.66285 -0.08265 -0.58155
V 1.81811 -2.83565 -0.66945
B 0.67326 -0.93673 -0.33981
H 0.12109 -0.07655 0.00578
H 0.33181 -1.13318 -1.34433
H 1.75040 -0.87404 -0.33159
H 0.31125 -1.83648 0.13309
Cl 4.10711 -1.81649 -1.52379
C -1.40363 -5.56801 -1.64995
C -0.19119 -4.69412 -1.68108
C -0.28256 -3.45937 -2.62522
O 1.07105 -2.97575 -2.71917
C 1.68667 -3.31048 -3.99755
N 0.05847 -4.29507 -0.31189
H -1.26835 -6.53349 -1.16246
H -1.71464 -5.92705 -2.63101
H -2.21349 -5.03359 -1.15334
H 0.68295 -5.27228 -1.98063
H -0.90319 -2.68897 -2.16761
H -0.65258 -3.81842 -3.58557
H 1.42726 -4.32779 -4.29062
H 2.74870 -3.18579 -3.78627
H 1.40237 -2.75982 -4.89423
H -0.00601 -5.09044 0.30724
H -0.78322 -3.77399 -0.11157
C 0.58646 2.45040 -2.56099
C -0.08173 2.70901 -1.24255
C -0.20516 4.20307 -0.75080
O -1.01896 4.18762 0.41118
C -1.36152 5.49022 0.77759
N -1.45343 2.17666 -1.39903
H 0.75556 1.41046 -2.84033
H 1.54847 2.94604 -2.69132
H -0.04797 2.74077 -3.39842
H 0.57889 2.23808 -0.51460
H -0.49106 4.87527 -1.55982
H 0.84283 4.40468 -0.52903
H -1.71592 6.06625 -0.07721
H -0.53886 6.04446 1.22943
H -2.23784 5.49258 1.42578
H -1.84124 2.86597 -0.77090
H -1.80115 2.60200 -2.24655
C -2.94155 1.50250 3.45755
C -3.13581 1.46873 1.91908
C -3.63886 2.91292 1.43479
O -3.98466 3.11884 0.00600
C -4.68122 4.36649 -0.27416
N -1.80366 1.10863 1.43191
H -2.51991 0.61347 3.92654
H -3.91997 1.69576 3.89738
H -2.45317 2.46406 3.61563
H -3.85179 0.68104 1.68453
H -2.82284 3.57429 1.72599
H -4.56282 3.22167 1.92376
H -4.01095 5.22284 -0.19992
H -5.53632 4.54016 0.37910
H -5.04464 4.26688 -1.29695
H -1.32586 0.64974 2.19430
H -1.21146 1.90613 1.61462
C 3.40764 2.88809 -0.66964
O 3.32319 3.75166 0.18315
N 3.11276 1.65505 -0.46770
N 3.83328 3.12178 -1.87693
H 3.16634 0.92118 -1.15955
H 2.83888 1.47619 0.48787
H 3.98270 2.36629 -2.53039
H 3.95571 4.04988 -2.25605
C 3.95809 0.35764 2.68123
O 4.87689 1.02117 3.06289
N 2.78120 0.72196 3.11110
N 4.15062 -0.57970 1.84780
H 1.91962 0.19570 3.08220
H 2.75693 1.49681 3.75849
H 3.46797 -1.11762 1.33328
H 5.05357 -1.02474 1.76581
C -1.83181 -0.41675 -4.15211
O -1.66893 -0.43423 -2.93302
N -2.20097 -1.44565 -4.83365
N -1.63992 0.59354 -4.94398
H -2.18378 -1.41803 -5.84312
H -2.45613 -2.30929 -4.37636
H -1.62910 0.40888 -5.93690
H -1.33927 1.49444 -4.60034
C -0.02755 -1.13907 3.92305
O -0.03975 -0.18181 3.21543
N 0.28084 -1.26993 5.17453
N -0.50852 -2.21814 3.53170
H 0.32723 -2.19663 5.57349
H 0.28415 -0.37007 5.63317
H -0.68829 -2.32533 2.54362
H -0.50285 -3.00872 4.16023
C 2.19583 -3.43511 2.52181
O 2.10400 -2.97448 1.40475
N 2.73676 -2.78370 3.48069
N 1.74268 -4.57880 2.87146
H 2.96112 -3.21901 4.36402
H 3.07418 -1.85389 3.27651
H 1.33305 -5.19214 2.18145
H 1.91099 -4.93854 3.80009
*
```



Record 3
Density functional theory data (wB97M-V/def2-TZVPD) for 12 unconnected molecules or ions with the total composition C17H58N2O12.

Calculated values
- Relative energy (zero: lowest compared OMol25 entry of this formula, charge and spin): 32.9 kcal per mole
- HOMO: -9.501 eV

```
! wB97M-V def2-TZVPD RIJCOSX def2/J DEFGRID3
* xyz 0 1
C 4.09999 -1.05638 0.90543
C 4.61050 -2.38349 1.42776
O 5.95873 -2.22679 1.39648
H 4.45162 -0.78964 -0.13361
H 4.31302 -0.34235 1.67457
H 3.04372 -1.06996 0.80032
H 4.14403 -3.29952 0.91866
H 4.32016 -2.63285 2.48545
H 6.18711 -1.89348 2.26477
C 0.08392 1.23461 -5.66257
C -0.24441 0.17772 -4.64510
O 0.50179 -0.99093 -4.79967
H -0.34859 2.12809 -5.28758
H -0.26299 0.93799 -6.61771
H 1.19100 1.38226 -5.75409
H -1.29679 -0.07504 -4.83261
H -0.34855 0.54536 -3.60790
H 0.20979 -1.68065 -4.18759
C -1.05565 3.74672 -1.56224
C -1.89755 4.85711 -1.38915
O -2.12116 5.05567 0.02763
H -0.16534 3.90750 -0.99269
H -0.81497 3.70010 -2.62308
H -1.39124 2.79100 -1.22639
H -2.89117 4.56067 -1.87008
H -1.52332 5.75263 -1.91836
H -2.53492 4.25412 0.34485
C 1.98302 0.26561 3.81472
C 2.21022 -1.18525 4.13461
O 1.51321 -1.89684 3.22862
H 1.01496 0.69865 3.70563
H 2.60389 0.51961 2.97372
H 2.41855 0.72647 4.64255
H 1.94387 -1.47934 5.21530
H 3.28627 -1.35709 3.94480
H 1.60850 -2.84133 3.42738
C 2.20828 2.07346 -2.74715
C 2.77499 2.24269 -1.32687
O 1.61414 2.36359 -0.49633
H 1.60702 1.12260 -2.72733
H 3.03797 2.01316 -3.49474
H 1.69908 2.96374 -2.92979
H 3.32771 3.15828 -1.07811
H 3.45140 1.37179 -1.14118
H 1.74991 3.29001 -0.19978
C -0.44094 -0.42562 0.27960
O -1.38382 -1.17947 0.82505
N -0.55416 0.37296 -0.72518
N 0.76378 -0.41990 0.88897
H -1.49833 0.36394 -1.20376
H 0.18562 1.10024 -0.91710
H 0.89639 -1.04415 1.68979
H 1.52119 0.12632 0.64970
C -0.36472 2.57794 2.09442
O 0.36288 3.70055 2.35232
H -0.94008 2.18553 2.98705
H 0.24260 1.82553 1.59833
H -1.10071 2.88119 1.33582
H 0.38684 3.66776 3.28758
C -1.47261 -2.72949 -2.18009
O -0.30065 -1.96409 -2.43361
H -2.05633 -3.08052 -3.09935
H -2.15512 -2.12400 -1.54463
H -1.25382 -3.66962 -1.72360
H -0.37450 -1.15783 -1.94921
C -4.20423 -2.95813 2.42248
O -5.50346 -3.15403 1.87340
H -3.50850 -2.55830 1.66558
H -3.86717 -3.96082 2.78635
H -4.24236 -2.40308 3.39911
H -6.20522 -2.74688 2.36806
C 0.55334 -3.70739 0.44982
O 0.49096 -4.98278 -0.20457
H 1.50012 -3.19483 0.23241
H 0.50907 -3.76687 1.48921
H -0.37755 -3.27342 0.11306
H 1.06798 -4.85034 -0.92551
C -2.11138 -0.67040 3.79730
O -1.59159 -2.04233 3.72159
H -1.42393 0.08949 3.46208
H -2.25896 -0.48394 4.85569
H -2.97205 -0.58902 3.20036
H -1.21996 -2.01818 2.85953
C -3.52893 1.21445 -2.46742
O -3.00170 0.10448 -1.81951
H -3.97066 2.00692 -1.86871
H -4.30415 0.88533 -3.18321
H -2.75919 1.68489 -3.12421
H -3.80566 -0.27237 -1.39655
*
```



Record 4
Density functional theory data (wB97M-V/def2-TZVPD) for 12 unconnected molecules or ions with the total composition C17H58O12.

Calculated values
- Relative energy (zero: lowest compared OMol25 entry of this formula, charge and spin): 16.6 kcal per mole
- HOMO: -9.379 eV

```
! wB97M-V def2-TZVPD RIJCOSX def2/J DEFGRID3
* xyz 0 1
C 0.14248 2.56626 3.60958
O -0.45756 3.77370 3.21381
H -0.03017 2.37868 4.67194
H -0.31035 1.73493 3.05003
H 1.22866 2.58480 3.46027
H -0.49866 3.78710 2.23625
C -4.54808 -0.72389 1.17504
O -5.57730 -1.51767 0.59612
H -4.43124 0.24585 0.69462
H -4.79398 -0.48986 2.21689
H -3.59379 -1.25292 1.10701
H -5.55250 -2.37281 1.03109
C -0.15097 -0.41962 0.00323
O 0.43845 0.61416 0.76737
H 0.42127 -1.35278 0.06655
H -1.16699 -0.63448 0.36054
H -0.22988 -0.10439 -1.03501
H 0.58352 0.28182 1.66834
C 0.80352 0.38897 -3.88681
O 0.64066 -0.88855 -4.46305
H 1.10391 1.13833 -4.61637
H -0.12391 0.70763 -3.39640
H 1.55961 0.37695 -3.08877
H 0.42881 -1.47317 -3.71292
C 0.54530 -3.75393 -2.41235
O -0.33525 -2.65386 -2.59126
H 0.81547 -3.86368 -1.35555
H 0.03233 -4.68699 -2.66856
H 1.45264 -3.65511 -2.99957
H -0.94418 -2.63019 -1.84199
C -2.20755 2.73137 0.11450
C -1.08330 3.51876 -0.53762
C -1.63236 4.69891 -1.32745
O -0.25362 4.02685 0.53049
H -1.79108 1.79232 0.48746
H -2.95618 2.45737 -0.62956
H -2.66350 3.31259 0.91441
H -0.43545 2.87410 -1.13920
H -2.31633 4.37303 -2.12158
H -0.88632 5.29401 -1.85383
H -2.25732 5.28895 -0.65609
H 0.59066 4.28987 0.15144
C -2.43789 1.68449 -4.41561
C -3.48430 0.96677 -3.59164
C -2.85363 0.13381 -2.47168
O -4.32400 1.97485 -3.02456
H -2.87531 2.24937 -5.24078
H -1.80209 0.92545 -4.87782
H -1.81620 2.37337 -3.84375
H -4.06975 0.31139 -4.24613
H -2.22043 -0.65140 -2.88974
H -3.64997 -0.37273 -1.91620
H -2.30945 0.78254 -1.78904
H -5.05394 1.55516 -2.55807
C 4.24893 1.88983 -1.55812
C 3.19114 1.26946 -0.67627
C 3.61977 -0.10193 -0.14481
O 2.96647 2.14984 0.41017
H 5.11906 2.15331 -0.95198
H 3.84976 2.80134 -2.00332
H 4.61530 1.21766 -2.33309
H 2.25962 1.11178 -1.23228
H 4.10416 -0.71034 -0.91550
H 2.82133 -0.69150 0.30480
H 4.38871 0.03659 0.62236
H 2.21692 1.82253 0.92331
C 2.89130 -4.99203 4.01272
C 2.71691 -3.54032 3.56611
C 2.36223 -3.45390 2.08923
O 1.64159 -2.93943 4.32812
H 2.31300 -5.66543 3.37363
H 2.55443 -5.13735 5.03798
H 3.93125 -5.31142 3.93481
H 3.60551 -2.95000 3.78097
H 1.38830 -3.91131 1.89368
H 3.11197 -3.96005 1.47690
H 2.30052 -2.41845 1.75140
H 0.88927 -3.53775 4.25786
O 0.94781 -0.38203 3.37449
H 1.09476 -1.23189 3.83417
H 0.03499 -0.14146 3.57448
O 3.48191 0.81220 4.09414
H 2.67721 0.33626 3.83872
H 3.50256 0.76754 5.05418
O -2.25127 -3.12803 -0.43530
H -3.11402 -3.46952 -0.69556
H -2.14392 -3.39071 0.48396
*
```



Record 5
Density functional theory data (wB97M-V/def2-TZVPD) for 14 unconnected molecules or ions with the total composition C17H62N2O14.

Calculated values
- Relative energy (zero: lowest compared OMol25 entry of this formula, charge and spin): 30.3 kcal per mole
- HOMO: -8.556 eV

```
! wB97M-V def2-TZVPD RIJCOSX def2/J DEFGRID3
* xyz 0 1
C -2.95436 3.53257 2.15725
C -2.22686 2.21720 2.17468
O -0.83828 2.53198 1.98502
H -2.70737 4.22966 2.94272
H -3.99490 3.37706 2.25531
H -2.89964 4.05164 1.25638
H -2.62194 1.56290 1.44691
H -2.51430 1.76460 3.09131
H -0.49448 2.79862 2.82354
C 1.31991 0.04874 5.02209
C 0.23734 0.06385 3.97583
O -0.68127 -0.98578 4.24221
H 1.63203 -0.93379 5.13663
H 1.00349 0.41997 5.97913
H 2.17612 0.61900 4.74611
H 0.55365 -0.07136 2.97805
H -0.15154 1.07076 4.08543
H -1.30604 -1.19003 3.52037
C -1.11530 -0.41486 -4.77699
C -1.60558 0.95508 -5.24327
O -2.89918 1.26821 -4.76209
H -1.86846 -1.06154 -5.10858
H -0.90961 -0.43363 -3.70167
H -0.15264 -0.59163 -5.24733
H -1.57046 1.01572 -6.30918
H -0.90514 1.74355 -4.87510
H -3.15119 2.15225 -5.13884
C 1.83922 -2.95386 2.30374
O 2.85746 -2.31223 3.05606
N 1.91771 -3.45682 1.10233
N 0.58243 -3.05109 2.74220
H 2.80733 -3.20084 0.65674
H 1.15634 -3.66575 0.52661
H 0.39675 -2.45044 3.58187
H -0.20221 -3.24738 2.11538
C -3.97765 -0.93989 2.90734
O -2.66926 -1.26612 2.43237
H -4.14467 -1.19745 3.95029
H -4.72572 -1.36236 2.31107
H -4.14661 0.16065 2.82901
H -2.64324 -1.24235 1.47644
C -2.92888 -0.51455 -1.70040
O -3.01101 -0.79279 -0.33345
H -2.44503 -1.43045 -2.12920
H -2.41982 0.33975 -2.10841
H -3.94082 -0.40340 -2.13766
H -3.95976 -0.78230 -0.08266
C 4.93385 -0.20878 -0.69184
O 4.79999 -0.36002 -2.11041
H 4.74521 0.80974 -0.52730
H 5.90658 -0.62301 -0.35668
H 4.19787 -0.75159 -0.12627
H 5.01189 0.48682 -2.44238
C 1.82244 0.36758 -3.04050
O 1.96534 1.49739 -3.87121
H 2.37414 0.53099 -2.10265
H 2.18619 -0.51962 -3.56548
H 0.80996 0.19712 -2.77413
H 1.34364 2.16243 -3.58643
C 3.90973 0.72942 2.46539
O 2.70117 1.35491 2.13634
H 4.70768 1.04891 1.71294
H 3.62888 -0.26597 2.33069
H 4.14250 0.94738 3.50214
H 2.15800 0.95181 1.44975
C 0.36749 -3.22950 -2.79880
O 1.20145 -2.64466 -1.85340
H 0.39429 -4.33482 -2.81771
H 0.73809 -2.86463 -3.72713
H -0.65733 -2.96051 -2.72800
H 2.06539 -2.85108 -2.18104
C 1.94500 2.92408 -0.63347
O 2.50856 4.17903 -0.92873
H 1.14939 2.66070 -1.28965
H 1.49007 2.87581 0.39914
H 2.70127 2.15920 -0.69467
H 1.76460 4.75380 -1.20418
C -1.74305 3.05428 -1.59502
O -1.10607 3.75782 -0.57615
H -1.12696 2.20827 -1.75119
H -1.90936 3.77884 -2.41334
H -2.68669 2.70177 -1.24665
H -1.01399 3.24218 0.20159
C 0.10702 0.09728 0.02597
O 1.43569 -0.23858 0.32734
H -0.61192 -0.21638 0.76923
H -0.19431 -0.47343 -0.85907
H 0.01328 1.14241 -0.03345
H 1.61931 -1.08912 -0.10346
C -1.53603 -3.48424 -0.01541
O -1.21406 -4.38325 1.05249
H -2.57488 -3.27893 0.14546
H -1.38286 -4.06190 -0.92757
H -0.98834 -2.56171 -0.05399
H -1.79668 -5.18938 0.95330
*
```



| no. | DFT total energy (eV) |
| --- | --- |
| 1 | -184925.1387 |
| 2 | -118865.5368 |
| 3 | -46113.4560 |
| 4 | -43137.9673 |
| 5 | -50272.4822 |